Entry from the Open Molecules 2025 dataset: a molecular structure, C20H29BrIrNOSi2 (ωB97M-V with the def2-TZVPD basis set).

```
! wB97M-V def2-TZVPD RIJCOSX def2/J DEFGRID3
* xyz 0 1
Ir -0.326 -0.055 -1.451
C 1.952 -2.029 0.657
Si 1.073 -0.604 1.493
C 0.850 -1.124 3.289
C 2.108 0.948 1.486
C -0.589 -0.328 0.639
C -1.366 -1.586 0.428
C -1.919 -2.517 1.301
C -2.661 -3.555 0.761
C -2.844 -3.662 -0.615
C -2.258 -2.714 -1.430
N -1.543 -1.722 -0.907
Si -1.762 0.990 1.319
C -0.922 2.655 1.424
C -3.305 1.019 0.259
C -2.360 0.563 3.050
H 2.824 -2.322 1.250
H 2.302 -1.765 -0.342
H 1.302 -2.906 0.577
H 1.838 -1.302 3.727
H 0.286 -2.055 3.388
H 0.360 -0.361 3.894
H 3.156 0.692 1.662
H 1.796 1.639 2.272
H 2.046 1.460 0.527
H -1.780 -2.418 2.369
H -3.112 -4.289 1.417
H -3.428 -4.466 -1.040
H -2.351 -2.731 -2.509
H -0.252 2.822 0.584
H -0.333 2.731 2.341
H -1.666 3.455 1.438
H -3.110 1.223 -0.795
H -3.994 1.783 0.632
H -3.823 0.057 0.326
H -1.555 0.512 3.783
H -2.908 -0.383 3.077
H -3.054 1.344 3.378
Br 5.906 0.389 -3.868
C 4.150 0.400 -3.152
C 3.342 -0.714 -3.296
C 2.070 -0.696 -2.739
C 1.549 0.418 -2.060
C 2.399 1.520 -1.962
C 3.688 1.517 -2.479
H 3.703 -1.590 -3.817
H 1.469 -1.598 -2.838
H 2.076 2.413 -1.443
H 4.327 2.382 -2.361
C -0.279 3.088 -2.129
C -0.856 1.699 -2.189
O -1.822 1.491 -2.897
H -1.075 3.804 -2.325
H 0.469 3.170 -2.919
H 0.210 3.306 -1.183
*
```

Summary:
ΔE to the lowest compared entry with this formula, charge and spin: 0.0 kcal/mol
DFT total energy: -4166.844489 hartree
HOMO: -7.703 eV
LUMO energy: -0.19 eV



Entry from the Open Molecules 2025 dataset: a molecular structure, C9H12MoNO3SSe2Te2 at a distorted geometry (ωB97M-V with the def2-TZVPD basis set).

```
! wB97M-V def2-TZVPD RIJCOSX def2/J DEFGRID3
* xyz 1 1
Mo -1.507 -1.138 -1.122
Se -1.529 -3.326 -0.317
Te 0.363 -0.864 -3.346
Te -1.236 1.405 -2.952
Se -3.333 -0.436 -2.507
C -3.145 -1.697 2.432
C -1.836 -1.043 2.700
C -1.338 -1.168 3.973
C -0.209 -0.491 4.326
C 0.515 0.198 3.407
C 0.167 0.314 2.092
C 0.734 1.341 1.217
C -1.081 -0.223 1.740
N -1.456 -0.203 0.444
H -2.897 -2.368 1.624
H -3.983 -1.063 2.099
H -3.420 -2.243 3.308
H -1.702 -1.787 4.797
H 0.211 -0.423 5.340
H 1.397 0.788 3.715
H 1.686 1.028 0.813
H 0.820 2.321 1.746
H 0.152 1.568 0.300
C 3.032 1.295 -5.331
S 2.705 1.118 -3.595
O 3.411 2.023 -2.707
O 1.255 1.324 -3.624
O 3.091 -0.333 -3.232
H 2.685 0.501 -6.001
H 4.051 1.462 -5.531
H 2.397 2.122 -5.808
*
```

Summary:
DFT total energy: -6435.523155 hartree
HOMO (alpha / beta): -11.204 / -11.187 eV
LUMO energy (alpha / beta): -7.23 / -7.23 eV



Entry from the Open Molecules 2025 dataset: 3 unconnected molecules or ions with the total composition C9H18O9 at a distorted geometry (ωB97M-V with the def2-TZVPD basis set).

```
! wB97M-V def2-TZVPD RIJCOSX def2/J DEFGRID3
* xyz 0 1
C -1.488 -0.521 -2.090
O -2.267 -1.578 -2.740
C -2.196 -2.923 -2.245
O -1.577 -3.130 -1.336
O -3.149 -3.823 -2.883
C -3.141 -5.051 -2.431
H -0.530 -0.561 -2.340
H -1.549 -0.451 -1.018
H -1.628 0.556 -2.409
H -2.998 -5.131 -1.288
H -2.308 -5.589 -2.667
H -3.976 -5.541 -2.723
C 2.848 1.181 2.478
O 3.475 0.724 1.297
C 4.202 1.533 0.576
O 4.494 2.597 1.015
O 4.478 0.902 -0.622
C 5.265 1.596 -1.642
H 2.063 1.893 2.250
H 3.485 1.749 3.077
H 2.434 0.315 2.990
H 5.443 0.748 -2.499
H 6.117 2.068 -1.337
H 4.677 2.558 -1.898
C -3.007 -0.868 1.799
O -2.687 0.464 2.280
C -1.794 1.284 1.700
O -0.906 1.006 0.855
O -1.902 2.625 2.152
C -0.915 3.539 1.840
H -3.590 -1.243 2.422
H -2.062 -1.418 1.593
H -3.248 -0.730 0.897
H -1.037 4.345 2.406
H -1.093 3.850 0.750
H 0.066 3.025 1.791
*
```

Summary:
ΔE to the lowest compared entry with this formula, charge and spin: 124.3 kcal/mol
DFT total energy: -1030.708173 hartree
HOMO: -10.725 eV
LUMO energy: 0.65 eV
Structure (SMILES): COC(=O)OC.COC(=O)OC.COC(=O)OC